{"formula": "B4ClF5HO5S", "method": "ωB97M-V/def2-TZVPD", "symbols": ["O", "S", "O", "F", "B", "O", "B", "O", "B", "Cl", "O", "H", "B", "F", "F", "F", "F"], "coordinates": [[-2.556192, 1.287929, 2.222991], [-1.259034, 0.635646, 1.683863], [-0.621396, -0.182663, 2.844542], [-1.617062, -0.355365, 0.292507], [-0.040857, 1.940347, 1.080530], [-0.234574, 2.789803, -0.133005], [0.929505, 2.402433, -0.997685], [2.312747, 2.300607, -0.433367], [2.272154, 1.634370, 0.907823], [3.445063, 0.289835, 1.443310], [1.237060, 2.113183, 1.849786], [0.816076, 2.112051, -2.146791], [-0.936680, -3.393669, -1.722876], [-0.127339, -2.191274, -1.609583], [-1.993341, -3.362347, -0.724783], [-1.525784, -3.457870, -3.050489], [-0.100346, -4.563017, -1.506774]], "forces_ev_per_angstrom": [[4.4, -1.6, -3.2], [-4.1, -3.4, 6.0], [-1.5, 2.7, -5.4], [1.1, 2.5, 3.1], [3.1, 3.7, -1.4], [2.7, -4.1, 1.6], [1.1, 0.7, 1.9], [-3.3, -2.2, 2.3], [0.1, 1.4, -0.4], [-1.6, 2.1, -0.9], [-1.7, -2.4, -3.8], [-0.2, 0.4, 0.3], [-0.1, -0.2, 0.0], [-0.7, -1.1, -0.1], [1.1, 0.0, -1.1], [0.6, 0.1, 1.4], [-0.9, 1.3, -0.2]], "energy_ha": -1834.39914, "lumo_ev": 0.3, "homo_energy_ev": -7.694, "charge": -1, "mol_weight_da": 286.761, "homo_lumo_gap_ev": 8.03}